No. 1
# C4H5F2N

A 2-piece molecular cluster, C4H5F2N overall in a non-equilibrium geometry (the ωB97M-V functional and the def2-TZVPD basis, the OMol25 dataset).

The geometry in XYZ format:
```
12
Properties=species:S:1:pos:R:3
C 1.9819 0.7995 -0.3486
C 2.5015 1.4851 0.4702
C -0.7149 0.1562 -0.4091
C -0.9632 1.4439 -0.1492
N -1.5487 -0.7213 0.1397
F -1.7665 1.8341 0.8606
F -0.3267 2.5592 -0.6466
H 1.6153 0.2116 -1.1621
H 2.6529 1.9454 1.4058
H -0.0628 -0.1504 -1.2699
H -2.2888 -0.3376 0.6568
H -1.5608 -1.7207 -0.2882
```

Computed properties:
SMILES = NC=C(F)F.C#C
ΔE to the lowest compared entry with this formula, charge and spin = 3.646 eV
2S+1 = 1
HOMO-LUMO gap = 8.73 eV
lowest unoccupied orbital energy = 0.029 hartree


No. 2
# C8H5N2O5Sc

C8H5N2O5Sc as an isolated structure in a non-equilibrium geometry (the ωB97M-V functional and the def2-TZVPD basis, the OMol25 dataset).

The geometry in XYZ format:
```
21
Properties=species:S:1:pos:R:3
O 1.2862 -0.3066 -2.0078
C 1.1566 -1.3822 -1.7259
Sc -0.2184 0.7914 -1.2400
O -3.4172 0.0704 -2.4100
C -2.3454 0.2643 -1.9938
C -1.2325 -1.1825 -0.3872
O -1.8293 -1.4002 0.7217
C 0.5057 -2.8228 -1.3090
O 0.6873 -3.7003 -0.3533
C -0.8633 -2.4126 -1.4506
O -1.8927 -2.7923 -2.1031
H 1.1339 -3.1893 -1.9109
N 1.1057 2.9137 1.9282
C 0.9868 1.7897 2.7572
C 0.4607 0.7973 1.9961
N 0.2429 1.3059 0.7135
C 0.6524 2.5883 0.7016
H 1.4631 3.8185 2.1927
H 1.2802 1.7984 3.7930
H 0.2075 -0.2248 2.2275
H 0.6296 3.2758 -0.1398
```

Computed properties:
ΔE to the lowest compared entry with this formula, charge and spin = 7.699 eV
2S+1 = 1
HOMO-LUMO gap (spin up / spin down) = 6.10 / 6.06 eV
net charge = +2
lowest unoccupied orbital energy (spin up / spin down) = -0.370 / -0.371 hartree


No. 3
# C27H38BrFIN2O5PPtS2

C27H38BrFIN2O5PPtS2 as an isolated structure in a non-equilibrium geometry (the ωB97M-V functional and the def2-TZVPD basis, the OMol25 dataset).

The geometry in XYZ format:
```
79
Properties=species:S:1:pos:R:3
C -0.3276 2.4293 4.7787
C 0.7137 1.4763 3.9390
C 0.7190 1.9382 2.3526
I 2.2731 3.4575 2.1412
N 0.7652 0.8019 1.3640
C 2.0683 0.7008 0.6119
C 3.3647 -0.1494 1.2415
C 3.2899 -0.8909 2.7010
C 4.4068 -0.4009 3.7946
C 4.6962 1.2117 3.8258
F 3.9164 -0.7660 5.1735
C 4.7927 -0.3104 0.3894
C 6.0911 -1.1897 0.9533
C 5.0295 0.3783 -1.1127
N 6.3332 0.1836 -1.8689
C 3.7673 1.2304 -1.7188
Br 3.8481 2.1103 -3.5300
C 2.3665 1.3821 -0.8834
S 0.9243 2.4031 -1.6111
C -0.5914 1.4642 -1.0039
C -1.9044 1.4199 -1.9814
C -1.8214 2.2543 -3.4253
C -0.8409 1.5280 -4.5336
C -1.5880 0.2767 -5.3466
C -1.4670 -1.0865 -4.4301
O -1.0792 -2.2460 -5.2648
C -0.9917 -3.3731 -4.3112
C -3.2372 0.6013 -1.4938
S -4.7297 0.6111 -2.6245
C -3.1659 -0.1753 -0.0142
C -4.5585 -0.9732 0.4096
C -4.7285 -2.3703 -0.4479
C -6.3249 -2.4065 -0.9329
O -7.2198 -2.3905 0.2645
C -1.8002 -0.1385 0.9510
P -1.7327 -1.0931 2.6394
O -2.7160 -2.3707 2.6533
O -0.1053 -1.7971 2.7487
O -2.1543 -0.1111 4.0141
C -0.4529 0.7307 0.4721
H -1.3091 2.6730 4.1464
H 0.1277 3.4759 5.0878
H -0.6982 1.8016 5.7166
H 1.8022 1.7415 4.3522
H 0.5722 0.3273 4.1079
H -0.3243 2.4937 2.1841
H 2.2366 -0.7356 3.1860
H 3.4266 -2.0717 2.5907
H 5.4674 -0.9358 3.6780
H 3.9697 1.7304 4.6024
H 4.7323 1.7350 2.7800
H 5.7875 1.3438 4.2917
H 6.7737 -1.5981 0.0930
H 6.6574 -0.5248 1.7443
H 5.6004 -2.0776 1.5823
H 7.1034 0.3120 -1.1769
H 6.3706 0.8928 -2.6338
H -1.3604 3.3255 -3.1731
H -2.9084 2.4944 -3.8540
H -0.4068 2.3419 -5.2907
H 0.1243 1.0311 -4.0413
H -1.0093 0.1648 -6.3654
H -2.7287 0.5142 -5.4792
H -0.6711 -1.0026 -3.5592
H -2.5084 -1.2595 -3.9109
H 0.0528 -3.2926 -3.7694
H -1.8102 -3.3358 -3.4576
H -1.0864 -4.3955 -4.8962
H -5.0801 1.9874 -2.8068
H -5.4429 -0.2616 0.0393
H -4.7072 -1.0867 1.5644
H -4.3980 -3.3371 0.1220
H -4.1085 -2.2175 -1.4537
H -6.6157 -1.4388 -1.5491
H -6.5788 -3.3242 -1.6129
H -7.7889 -1.5670 0.1771
H -0.0896 -2.6825 2.2405
H -2.5011 -0.7418 4.7303
Pt -2.5010 3.1497 -0.8708
```

Computed properties:
2S+1 = 1
HOMO-LUMO gap = 3.24 eV
net charge = +2
lowest unoccupied orbital energy = -0.374 hartree


No. 4
# C3H4HgLiO5

C3H4HgLiO5 as an isolated structure in a non-equilibrium geometry (the ωB97M-V functional and the def2-TZVPD basis, the OMol25 dataset).

The geometry in XYZ format:
```
14
Properties=species:S:1:pos:R:3
C 4.7921 -0.0388 -0.8915
C 3.9532 -0.0549 -2.1510
O 2.8255 0.3704 -2.1876
O 6.1165 -0.4626 -1.1166
H 4.3354 -0.7398 -0.1765
H 4.7561 0.9655 -0.4424
H 4.4447 -0.4930 -3.0506
Hg 7.1325 -2.5130 -0.5071
O 8.4781 -4.2545 -1.1193
C 7.6873 -5.0914 -0.5813
O 6.5689 -4.6330 -0.0602
O 7.8722 -6.3526 -0.5477
Li 5.9008 -6.6658 0.3531
H 6.6435 0.2112 -1.5629
```

Computed properties:
ΔE to the lowest compared entry with this formula, charge and spin = 0.000 eV
2S+1 = 2
HOMO-LUMO gap (spin up / spin down) = 6.01 / 7.31 eV
lowest unoccupied orbital energy (spin up / spin down) = -0.028 / -0.033 hartree


These records have DFT total energy values of -409.748922; -1553.349757; -5764.420973; -653.847810 Ha, in the order they appear.